# 1
Entry from the OMol25 dataset: one molecule with the formula C7H15N3Si in a non-equilibrium geometry (wB97M-V/def2-TZVPD).

Orbital gap (eV): 7.60
Strongest force on any atom (eV Å⁻¹): 4.33
LUMO (eV): -0.03

```
26
Properties=species:S:1:pos:R:3:forces:R:3
C 2.183119 1.888784 0.766206 3.8 1.8 1.2
C 0.292663 2.499896 -0.338277 1.4 0.2 1.1
C -1.415793 2.599243 -2.180242 1.1 2.8 2.3
C -1.153399 -1.651271 1.856071 -2.1 1.9 -0.1
C 1.315937 -2.883221 1.216813 -0.6 -2.4 -3.2
C -0.076491 -1.880683 -1.314871 0.0 0.9 2.9
C -1.060035 2.582996 -0.670163 -2.4 0.0 -1.0
N 1.279824 2.818987 0.254405 -0.3 -1.9 -1.1
N 1.921610 0.644236 0.990888 0.2 -1.0 -0.4
N 0.797517 0.114299 0.731429 -0.5 2.3 -0.7
Si 0.219618 -1.484521 0.606741 0.2 -1.1 -0.2
H 3.259168 2.257998 0.880547 -2.0 -0.5 0.2
H -1.000697 3.540881 -2.549509 -0.1 -0.3 -0.5
H -2.448126 2.632368 -2.267035 -2.0 0.2 -0.2
H -1.083260 1.786384 -2.689469 1.3 -2.3 -1.4
H -1.762552 -0.689256 2.054129 1.0 -1.2 -0.4
H -1.913066 -2.333926 1.453981 0.2 -0.3 0.4
H -0.774748 -1.963018 2.839079 -0.1 -0.2 -0.5
H 1.596828 -3.430576 0.214568 0.0 0.9 1.7
H 2.209194 -2.507455 1.592804 1.7 0.5 1.0
H 0.927403 -3.756214 1.793942 0.0 1.2 0.0
H 0.682325 -1.421785 -1.905785 0.6 0.3 -0.4
H 0.001952 -2.937667 -1.336101 -0.2 -1.0 -0.4
H -1.036469 -1.518249 -1.589305 -0.9 0.1 -0.6
H -1.392882 1.653457 -0.229395 -0.7 -0.2 0.3
H -1.569639 3.438315 -0.181451 0.4 -0.4 0.0
```
Forces are in eV/Å.

The natural (NBO) scheme yields these atomic charges, measured in e: -0.008, 0.524, -0.566, -1.129, -1.137, -1.045, -0.552, -0.327, -0.147, -0.801, 1.741, 0.190, 0.208, 0.214, 0.216, 0.229, 0.232, 0.246, 0.218, 0.238, 0.243, 0.234, 0.224, 0.219, 0.291, 0.247

***

# 2
Entry from the OMol25 dataset: an isolated ion of composition C4H7NO3 and charge +1 in a non-equilibrium geometry (wB97M-V/def2-TZVPD).

Orbital gap (spin up / spin down) (eV): 10.94 / 5.35
Spin multiplicity: 2
Net charge: +1
Strongest force on any atom (eV Å⁻¹): 1.89
LUMO (spin up / spin down) (eV): -3.61 / -9.13

```
15
Properties=species:S:1:pos:R:3:forces:R:3
O -2.296178 -0.025247 0.717633 0.0 0.3 0.2
C -1.135997 -0.138654 0.969609 -0.2 -0.6 -0.5
O -0.557320 -1.006804 1.768393 0.1 0.0 0.1
C -0.045615 0.587905 0.123512 0.9 1.0 -0.6
C 0.466371 -0.405413 -0.934033 -0.3 0.2 -1.0
C 1.818231 -1.007909 -0.518972 -0.7 0.2 0.1
O 2.597864 -0.345769 0.094090 0.3 -0.2 0.1
N -0.663330 1.774712 -0.396458 -0.7 -1.3 1.2
H -1.245852 -1.592311 2.133813 0.1 0.0 0.2
H 0.850089 0.960754 0.617669 -0.1 -0.4 0.8
H -0.262792 -1.142623 -1.284151 0.0 0.0 0.4
H 0.688706 0.201259 -1.822932 0.1 -0.2 0.0
H 1.966845 -2.048913 -0.844960 0.3 0.1 0.0
H -1.554306 1.629137 -0.875805 0.0 0.3 -0.4
H -0.626714 2.559877 0.252590 0.2 0.5 -0.5
```
Forces are in eV/Å.

The natural (NBO) scheme yields these atomic charges, measured in e: -0.534, 0.807, -0.632, -0.224, -0.521, 0.447, -0.468, -0.229, 0.532, 0.289, 0.255, 0.267, 0.161, 0.427, 0.423

***

# 3
Entry from the OMol25 dataset: a 2-piece molecular cluster, C18H19ClNO3 overall in a non-equilibrium geometry (wB97M-V/def2-TZVPD).

Orbital gap (eV): 6.78
Net charge: -1
Strongest force on any atom (eV Å⁻¹): 1.63
LUMO (eV): 3.06

```
42
Properties=species:S:1:pos:R:3:forces:R:3
Cl -5.332091 2.580072 0.886349 -0.8 0.6 0.0
C -3.995452 1.520796 1.055090 1.2 -1.1 0.2
C -2.815716 1.971157 1.668365 -0.2 -0.3 -0.5
C -1.704151 1.145306 1.730020 -0.2 -0.5 0.1
C -1.748555 -0.215443 1.280722 -0.4 0.4 -0.4
O -0.765813 -1.039945 1.443839 -0.3 -0.7 0.5
C -2.966995 -0.628564 0.640663 0.5 0.2 0.3
C -4.066076 0.209096 0.554461 0.1 0.6 0.1
H -2.770154 2.979879 2.074268 0.0 -0.1 -0.2
H -0.767703 1.518783 2.135941 -0.2 -0.1 0.0
H -2.996276 -1.638660 0.237309 -0.1 0.1 0.1
H -4.990855 -0.136261 0.096150 0.1 0.1 0.0
C 0.990946 3.118588 -2.256090 0.3 0.4 0.1
C 0.260739 1.790955 -2.280888 0.0 -0.2 0.1
C -1.197627 1.988943 -1.909525 -0.3 0.0 0.3
C 0.373570 1.141843 -3.653782 0.1 -0.3 -0.1
O 0.898911 0.822458 -1.369184 -0.3 0.7 -0.3
C 1.042067 1.134768 -0.044388 -0.3 -0.3 0.6
N 1.508308 0.052344 0.686997 -0.1 0.7 -0.3
C 0.966652 -1.122516 0.546343 0.7 0.1 -0.8
C 1.713495 -2.237616 1.212093 -0.5 0.0 0.4
C 1.574678 -3.564348 0.777293 0.3 0.5 0.3
C 2.390678 -4.557579 1.323711 0.0 0.2 0.2
C 3.298706 -4.239715 2.344672 -0.1 0.2 -0.1
C 3.401284 -2.920211 2.808377 -0.5 0.1 -0.4
C 2.598046 -1.917934 2.240319 0.5 -0.6 0.3
O 0.807366 2.237548 0.433363 0.5 -0.9 -0.6
H 2.035507 2.983047 -2.558169 -0.1 0.1 0.0
H 0.513842 3.823966 -2.947924 0.1 -0.2 0.0
H 0.956802 3.530069 -1.241981 0.1 0.0 -0.4
H -1.717684 1.025571 -1.830328 0.1 0.2 0.1
H -1.272430 2.522490 -0.954736 -0.1 -0.2 -0.2
H -1.699171 2.591129 -2.679275 0.1 -0.1 0.1
H -0.113718 0.159168 -3.660162 0.1 0.2 0.0
H -0.104437 1.764298 -4.419826 0.1 0.0 0.2
H 1.426102 1.008379 -3.931232 -0.2 0.0 0.1
H 0.420487 -1.482823 -0.336264 -0.1 0.5 0.2
H 0.836075 -3.783675 0.005507 0.2 0.0 0.1
H 2.320801 -5.580389 0.948892 0.0 0.2 0.2
H 3.926908 -5.022163 2.777321 -0.2 0.2 -0.1
H 4.102079 -2.653791 3.599015 -0.1 -0.2 -0.1
H 2.660853 -0.879016 2.566674 0.0 -0.3 -0.1
```
Forces are in eV/Å.

The natural (NBO) scheme yields these atomic charges, measured in e: -0.049, -0.147, -0.216, -0.303, 0.373, -0.740, -0.311, -0.230, 0.207, 0.235, 0.203, 0.203, -0.650, 0.261, -0.646, -0.613, -0.553, 0.909, -0.642, 0.251, 0.031, -0.219, -0.229, -0.228, -0.223, -0.199, -0.660, 0.201, 0.198, 0.261, 0.225, 0.247, 0.199, 0.214, 0.202, 0.207, 0.171, 0.212, 0.201, 0.200, 0.202, 0.246